Record 1
The following is a quantum chemistry calculation of a molecular structure, C27H48BN10O2RhS3 in a non-equilibrium geometry, from OMol25.

Computed properties:
total charge = +2
E_tot = -83958.748 eV
orbital gap (alpha / beta) = 6.2858 / 6.3070 eV
lowest unoccupied orbital energy (alpha / beta) = -6.548 / -6.517 eV

Geometry as XYZ:
```
92
Properties=species:S:1:pos:R:3:forces:R:3:lowdin_charge:R:1
Rh -0.174475 0.152447 0.435086 0.89 0.41 0.03 0.44
C 2.622591 5.931306 -0.551921 -0.09 -0.05 -0.06 -0.02
C 2.448329 4.501532 -0.029763 -0.08 -0.11 -0.12 -0.53
C 3.797300 3.866774 0.304366 -0.01 -0.06 -0.02 -0.02
C 1.585239 4.563974 1.222854 0.00 0.04 0.06 -0.09
N 1.828852 3.667514 -1.142231 0.25 0.40 0.20 0.02
C 2.429612 3.668299 -2.394707 0.02 -0.02 0.30 -0.02
C 1.690873 2.884353 -3.192575 -0.21 -0.01 -0.02 -0.02
N 0.628054 2.411895 -2.450161 -0.09 -0.24 -0.14 0.03
B -0.373058 1.447054 -3.138421 0.11 -0.10 0.04 -0.55
N -1.813810 1.634458 -2.578563 0.16 0.02 -0.19 0.04
C -2.541487 2.721870 -3.005119 0.17 -0.09 -0.04 -0.01
C -3.717457 2.715665 -2.351553 -0.11 -0.14 0.27 0.00
N -3.705292 1.624651 -1.499347 -0.42 0.04 0.17 0.03
C -2.527137 0.982526 -1.651670 -0.05 0.10 0.03 -0.61
S -2.032408 -0.468863 -0.802523 0.81 0.27 0.11 0.80
C -4.855607 1.257459 -0.576812 0.14 0.05 -0.10 -0.53
C -5.380233 -0.124606 -0.954598 0.05 -0.06 -0.05 -0.03
C -4.378708 1.322307 0.873508 0.05 0.05 0.05 -0.04
C -5.979849 2.274497 -0.758818 0.04 0.05 -0.07 -0.04
N 0.072257 -0.048999 -3.124705 -0.01 0.31 -0.06 0.03
C -0.485616 -0.890190 -4.062017 0.00 0.03 -0.01 -0.03
C -0.005554 -2.126010 -3.842810 0.00 -0.02 0.12 -0.02
N 0.853151 -2.049244 -2.759232 0.20 -0.45 0.06 0.03
C 0.887930 -0.768616 -2.331895 0.02 -0.23 -0.17 -0.60
S 1.744760 -0.105596 -0.955742 -1.52 0.19 -0.42 0.76
C 1.523589 -3.322096 -2.258694 -0.05 0.24 -0.08 -0.52
C 0.416315 -4.262785 -1.779613 -0.06 0.09 0.00 -0.01
C 2.305379 -3.922898 -3.428779 0.01 0.05 0.00 -0.02
C 2.488949 -3.063856 -1.111525 0.02 -0.04 0.11 -0.09
C 0.737918 2.873902 -1.191826 0.08 0.00 -0.05 -0.61
S -0.348567 2.465844 0.136030 0.29 -0.53 -0.23 0.69
H 3.038565 6.546670 0.246069 -0.01 -0.03 -0.03 0.10
H 1.658885 6.354309 -0.842619 0.04 -0.01 0.02 0.10
H 3.300949 5.997889 -1.400725 0.00 -0.03 0.00 0.08
H 4.258373 4.408586 1.131427 -0.02 -0.01 -0.04 0.10
H 4.485468 3.895915 -0.542536 -0.05 0.00 0.04 0.09
H 3.662020 2.824580 0.603426 0.02 0.04 0.00 0.09
H 2.072219 5.267508 1.898733 -0.02 0.00 0.01 0.10
H 1.507446 3.603548 1.727518 0.03 0.07 -0.03 0.04
H 0.580555 4.937472 1.016974 0.09 -0.02 0.01 0.07
H 3.327773 4.216368 -2.610825 -0.05 0.03 0.06 0.13
H 1.811400 2.639832 -4.234940 -0.04 -0.01 0.09 0.14
H -0.418546 1.777181 -4.296554 0.00 -0.04 0.12 0.13
H -2.166030 3.401734 -3.752687 0.00 -0.09 0.06 0.14
H -4.546204 3.393069 -2.430184 -0.01 -0.08 0.02 0.13
H -4.637723 -0.907157 -0.794921 -0.04 0.04 0.00 0.05
H -5.693498 -0.141988 -2.000626 0.01 -0.01 0.05 0.10
H -6.248493 -0.355702 -0.335047 0.04 0.01 -0.03 0.10
H -3.649385 0.545488 1.099609 -0.02 0.03 -0.04 0.03
H -5.240418 1.182533 1.528124 0.04 0.01 -0.02 0.10
H -3.943548 2.302909 1.084950 -0.02 -0.06 0.00 0.09
H -6.382956 2.267076 -1.773288 0.03 0.00 0.04 0.10
H -5.666121 3.287190 -0.497710 -0.02 -0.05 0.00 0.10
H -6.788830 1.996244 -0.085136 0.01 0.01 -0.01 0.10
H -1.174715 -0.534443 -4.811352 0.08 0.00 0.08 0.14
H -0.210904 -3.045112 -4.361081 0.07 0.03 0.05 0.13
H -0.257460 -4.550934 -2.588038 0.03 0.02 0.03 0.09
H -0.165108 -3.790437 -0.984053 0.04 -0.04 -0.03 0.08
H 0.870679 -5.174616 -1.387558 -0.01 0.04 -0.03 0.10
H 1.667901 -4.206197 -4.265438 -0.02 0.01 0.02 0.08
H 2.812814 -4.825002 -3.084291 -0.02 0.04 -0.02 0.10
H 3.060965 -3.221637 -3.789101 -0.03 -0.04 0.01 0.10
H 1.976982 -2.670401 -0.233152 0.06 -0.09 -0.12 0.02
H 3.295886 -2.383870 -1.388791 -0.04 -0.06 0.00 0.07
H 2.932123 -4.029284 -0.862819 0.03 0.00 0.00 0.10
N -0.590998 0.171199 2.642522 -0.89 0.05 -0.18 0.02
C -0.889494 -1.206090 3.110897 0.08 0.33 -0.03 -0.26
C -0.169802 -1.574712 4.411252 0.05 0.05 0.14 -0.12
C 1.347243 -1.335971 4.500166 -0.06 -0.02 -0.04 -0.16
C 2.234580 -1.911221 3.388372 -0.05 -0.12 0.06 -0.14
N 1.935404 -3.300873 3.023043 0.01 0.22 -0.03 0.11
C 1.875743 -4.324067 3.864467 -0.03 -0.11 0.05 -0.43
N 2.585232 -4.306499 4.993987 -0.02 -0.04 0.00 0.23
N 1.105572 -5.367978 3.546732 0.03 0.17 0.14 0.23
C -0.601792 -2.237850 2.023926 0.23 -0.14 -0.43 -0.62
O -0.867830 -3.408523 2.261434 0.18 -0.07 0.01 0.05
O -0.009254 -1.839971 0.936633 -0.29 -0.16 0.39 -0.24
H 0.225853 0.563973 3.094794 0.12 0.02 0.01 0.09
H -1.354334 0.812756 2.827763 -0.02 -0.06 0.22 0.10
H -1.958626 -1.272183 3.303397 -0.09 0.01 0.00 0.16
H -0.396516 -2.623169 4.606890 -0.01 -0.01 -0.03 0.12
H -0.630051 -1.008592 5.224477 0.02 -0.04 0.01 0.13
H 1.664738 -1.743890 5.460429 -0.01 0.03 0.05 0.11
H 1.575060 -0.267289 4.571930 0.01 -0.02 -0.05 0.11
H 3.284423 -1.810786 3.668427 0.04 -0.01 0.00 0.13
H 2.114034 -1.356348 2.461872 0.00 0.05 -0.09 0.11
H 1.426326 -3.425392 2.159815 -0.08 -0.02 -0.04 0.12
H 3.318984 -3.631614 5.124641 0.04 -0.03 -0.03 0.13
H 2.552343 -5.080358 5.635055 -0.03 0.00 0.04 0.14
H 0.298092 -5.174486 2.967836 -0.09 0.02 -0.15 0.11
H 1.052122 -6.163924 4.159655 0.05 -0.05 -0.02 0.13
```
Positions in Å, forces in eV/Å.

Record 2
The following is a quantum chemistry calculation of 3 unconnected molecules or ions with the total composition CH5IN in a non-equilibrium geometry, from OMol25.

Computed properties:
total charge = +1
E_tot = -10696.473 eV
orbital gap (alpha / beta) = 7.8574 / 7.8580 eV
lowest unoccupied orbital energy (alpha / beta) = -6.482 / -6.482 eV

Geometry as XYZ:
```
8
Properties=species:S:1:pos:R:3:forces:R:3:nbo_charge:R:1
C -0.906073 -0.169753 0.285567 -0.29 -0.43 -0.16 -0.06
N 0.001664 0.946436 -0.187119 0.52 -1.23 1.79 -0.81
I -2.857763 0.139246 -0.079009 0.37 0.23 -0.13 0.49
H -0.445914 0.302834 2.587420 -2.46 -0.76 2.11 -0.07
H -1.116253 0.109268 3.115833 2.48 0.79 -1.88 0.09
H 0.462577 1.233467 0.697804 -0.53 0.72 -0.27 0.48
H 0.790916 0.512814 -0.609173 1.04 -1.22 -0.79 0.45
H -0.232149 1.658506 -0.823845 -1.13 1.90 -0.68 0.43
```
Positions in Å, forces in eV/Å.

Record 3
The following is a quantum chemistry calculation of a molecular structure, C7H15F3N3O9SV in a non-equilibrium geometry, from OMol25.

Computed properties:
total charge = 0
E_tot = -75071.568 eV
⟨S²⟩ = 2.013
2S+1 = 3
orbital gap (alpha / beta) = 9.9212 / 11.0242 eV
lowest unoccupied orbital energy (alpha / beta) = -1.067 / -0.379 eV

Geometry as XYZ:
```
39
Properties=species:S:1:pos:R:3:forces:R:3:nbo_charge:R:1
V 0.692170 0.994282 -0.012643 1.25 0.33 0.42 1.60
N 0.261076 2.412978 -2.144135 -0.03 -1.08 0.52 0.73
O -0.376458 2.519868 -1.038655 0.09 -0.02 0.35 -0.52
O 0.042930 3.066376 -3.102089 0.02 0.40 -0.30 -0.30
O 1.111830 1.452467 -2.106355 0.13 0.09 0.49 -0.52
N 2.790562 -0.324116 0.863800 -0.53 0.59 0.08 0.73
O 3.734288 -0.966098 1.180375 0.28 -0.23 0.12 -0.32
O 2.821446 0.585246 -0.028710 -0.62 0.21 -0.49 -0.49
O 1.629600 -0.456160 1.379273 -0.32 0.13 -0.49 -0.52
C 1.069253 2.190872 3.790140 0.04 -0.46 -0.25 0.74
F 0.135148 1.712299 4.608141 0.16 0.12 -0.01 -0.30
F 1.596889 3.294529 4.294011 0.00 -0.14 0.03 -0.29
F 2.014748 1.270359 3.609796 -0.11 0.23 0.26 -0.29
S 0.295882 2.586227 2.165665 0.28 -0.15 -1.69 2.32
O -0.448091 3.767123 2.354629 -0.44 0.47 0.51 -0.87
O 1.385211 2.640257 1.161404 0.30 0.11 0.37 -0.95
O -0.456713 1.378442 1.713190 -0.21 -0.40 0.17 -0.97
C 1.642133 -1.825306 -1.744469 0.21 -0.05 -0.08 -0.64
C 0.230260 -1.334672 -1.972963 0.16 0.02 -0.17 -0.22
N -0.440073 -0.675616 -0.799399 0.00 -0.88 -0.44 -0.50
C -0.643336 -1.702464 0.281661 -0.17 0.67 0.71 -0.23
C -1.630156 -2.807897 -0.005302 -0.01 -0.35 -0.32 -0.64
C -1.751883 -0.220234 -1.334913 -0.64 0.72 0.60 -0.22
C -2.686368 0.433588 -0.304614 0.33 0.13 -0.34 -0.63
H 1.709536 -2.522650 -0.910632 0.08 0.01 0.03 0.21
H 2.360821 -1.017298 -1.615032 -0.09 0.02 0.09 0.23
H 1.963270 -2.365687 -2.636560 -0.07 -0.03 0.01 0.23
H 0.226636 -0.616262 -2.789880 -0.01 0.04 0.04 0.23
H -0.378732 -2.179506 -2.301860 -0.18 0.06 0.13 0.20
H 0.319210 -2.100992 0.572192 0.12 -0.10 -0.25 0.24
H -0.955424 -1.148378 1.172244 -0.09 -0.04 -0.10 0.22
H -2.628750 -2.443083 -0.236853 -0.03 -0.01 0.06 0.21
H -1.299289 -3.448807 -0.825281 -0.07 0.03 -0.01 0.21
H -1.708546 -3.454037 0.868128 0.03 0.08 0.09 0.24
H -2.287407 -1.052183 -1.791178 0.26 -0.14 -0.15 0.20
H -1.542155 0.515517 -2.109168 0.00 -0.12 -0.15 0.21
H -3.662654 0.567931 -0.770317 -0.04 -0.13 0.04 0.23
H -2.342900 1.430631 -0.034426 0.05 -0.08 0.12 0.24
H -2.793965 -0.157545 0.600783 -0.11 -0.03 0.01 0.21
```
Positions in Å, forces in eV/Å.

Record 4
The following is a quantum chemistry calculation of 2 unconnected molecules or ions with the total composition C11H10Br in a non-equilibrium geometry, from OMol25.

Computed properties:
total charge = 0
E_tot = -81609.644 eV
⟨S²⟩ = 0.819
2S+1 = 2
orbital gap (alpha / beta) = 7.9994 / 7.4755 eV
lowest unoccupied orbital energy (alpha / beta) = 0.453 / -1.034 eV

Geometry as XYZ:
```
22
Properties=species:S:1:pos:R:3:forces:R:3:nbo_charge:R:1
Br -4.177509 -0.245644 -2.897048 -0.08 -0.37 1.17 -0.21
H -4.296772 -0.669874 -1.493191 0.12 0.36 -1.15 0.21
C -0.054027 -0.865500 -2.382924 -2.65 1.48 1.55 -0.33
C -0.176573 -0.823750 -0.956341 -0.13 0.55 -0.31 -0.08
C 0.350422 0.284733 -0.171323 0.56 -0.38 0.31 0.03
C 0.898126 1.484746 -0.705183 0.32 0.15 0.28 -0.22
C 1.647610 2.356804 0.067154 -0.21 0.21 0.11 -0.20
C 1.840933 2.112026 1.468007 0.38 -0.24 -0.17 -0.23
C 1.311297 0.955428 2.014084 0.04 0.64 -0.25 -0.17
C 0.498525 0.064524 1.216735 1.65 0.30 1.01 -0.09
C 0.096224 -1.143888 1.827928 -0.77 -0.30 0.23 -0.16
C -0.686163 -2.036971 1.110363 0.77 0.64 0.89 -0.22
C -0.861972 -1.840055 -0.246698 0.56 0.22 -0.18 -0.19
H -0.830532 -1.503019 -2.768436 0.38 -0.89 -0.69 0.18
H -0.197443 0.130816 -2.820404 1.14 -0.30 -0.38 0.18
H 0.736584 1.717003 -1.749564 0.18 -0.08 -0.03 0.21
H 2.122302 3.243792 -0.411946 -0.57 -0.75 0.49 0.22
H 2.482853 2.805633 2.070307 -0.72 -0.81 -0.63 0.22
H 1.566639 0.675608 3.055729 -0.46 0.23 -0.72 0.21
H 0.326636 -1.319593 2.894726 -0.15 0.15 -0.75 0.21
H -1.063936 -2.893351 1.639991 -0.36 -0.25 -0.16 0.22
H -1.533224 -2.489470 -0.761966 -0.01 -0.57 -0.61 0.21
```
Positions in Å, forces in eV/Å.

Record 5
The following is a quantum chemistry calculation of 2 unconnected molecules or ions with the total composition C3H7BrO2 in a non-equilibrium geometry, from OMol25.

Computed properties:
total charge = 0
SMILES = CCC(=O)Br.O
E_tot = -77361.777 eV
orbital gap = 10.9981 eV
lowest unoccupied orbital energy = 0.803 eV

Geometry as XYZ:
```
13
Properties=species:S:1:pos:R:3:forces:R:3:nbo_charge:R:1
C 1.313806 0.818395 -1.609799 -1.81 0.37 -1.07 -0.61
C 0.628061 1.023006 -0.271661 -0.07 0.26 0.77 -0.52
C -0.142354 -0.222365 0.059104 -0.67 1.02 -1.31 0.57
O 0.187915 -1.110298 0.726874 1.02 -1.46 1.60 -0.51
Br -1.803203 -0.450446 -0.928063 -0.44 0.28 -0.36 -0.08
H 1.771389 -0.103601 -1.841639 0.38 -1.45 0.57 0.22
H 2.041708 1.520602 -1.827236 1.60 1.72 0.15 0.22
H 0.627336 0.967149 -2.442793 -0.46 -0.09 0.13 0.22
H 1.371434 1.095294 0.540805 -0.27 0.17 -0.30 0.23
H -0.057004 1.913411 -0.243536 0.76 -0.85 -0.20 0.25
O -2.027695 -1.472094 2.552466 -2.21 1.17 0.15 -0.95
H -2.725343 -2.115051 2.744326 0.70 0.04 -0.08 0.47
H -1.186050 -1.864001 2.541152 1.46 -1.18 -0.05 0.48
```
Positions in Å, forces in eV/Å.